# 1
{
  "formula": "C26H67BClN2O12P2S",
  "method": "ωB97M-V/def2-TZVPD",
  "elements": ["C", "C", "Cl", "C", "P", "C", "C", "C", "N", "B", "O", "N", "C", "C", "P", "O", "O", "S", "H", "H", "H", "H", "H", "H", "H", "H", "H", "H", "H", "H", "H", "H", "H", "H", "H", "H", "H", "H", "H", "H", "H", "H", "H", "C", "O", "C", "C", "O", "C", "C", "O", "C", "H", "H", "H", "H", "H", "H", "H", "H", "H", "H", "H", "H", "H", "H", "C", "O", "C", "C", "O", "C", "C", "O", "C", "H", "H", "H", "H", "H", "H", "H", "H", "H", "H", "H", "H", "H", "H", "C", "O", "C", "C", "O", "C", "C", "O", "C", "H", "H", "H", "H", "H", "H", "H", "H", "H", "H", "H", "H", "H", "H"],
  "xyz": [[4.126223, 1.579067, -1.777822], [4.440798, 0.748475, -0.551530], [6.081449, -0.018364, -0.897079], [3.418428, -0.348420, -0.314134], [2.714991, -0.576018, 1.477431], [2.429820, 1.306246, 1.719346], [1.274415, 1.676361, 2.652176], [1.543620, 1.422988, 4.121268], [2.857917, 1.955154, 4.573599], [4.483138, -0.659752, 2.356880], [5.388399, 0.380398, 2.474921], [4.972990, -1.948278, 2.950930], [5.545955, -2.824456, 1.933859], [4.006372, -2.626705, 3.801477], [0.576385, -0.893119, 0.576480], [0.571233, -2.024329, -0.630702], [-0.133129, 0.406912, -0.118348], [-0.631347, -1.617948, 1.970732], [3.980247, 0.950252, -2.645564], [4.969926, 2.226892, -1.983121], [3.266187, 2.204452, -1.566710], [4.628666, 1.426242, 0.267960], [2.580104, -0.189743, -0.990553], [3.838503, -1.299123, -0.612451], [2.811080, -2.048639, 1.286400], [2.084514, -0.817783, 2.758702], [2.205162, 1.744864, 0.746610], [3.301517, 1.836088, 2.089577], [1.168287, 2.760494, 2.568686], [0.321976, 1.259108, 2.348328], [0.744558, 1.844503, 4.720799], [1.509994, 0.359021, 4.315140], [2.686008, 2.537760, 5.382821], [3.406325, 1.173469, 4.907841], [5.776307, 0.370066, 3.363900], [4.875583, -3.667028, 1.759181], [5.677430, -2.320950, 0.985312], [6.487332, -3.256155, 2.269064], [3.045270, -2.825553, 3.324603], [4.416788, -3.593143, 4.092886], [3.865467, -2.082643, 4.727255], [0.920242, -2.838510, -0.228325], [-1.054602, 0.183754, -0.347257], [-5.057063, -5.158041, -6.459145], [-3.845573, -4.805348, -5.838963], [-2.988365, -4.103479, -6.721780], [-1.780788, -3.568364, -5.983523], [-2.018283, -2.336317, -5.321392], [-2.733580, -2.428413, -4.090626], [-1.880203, -2.910367, -2.940397], [-1.805035, -4.328455, -2.940148], [-0.859488, -4.773363, -1.991176], [-4.880677, -5.786900, -7.340961], [-5.647295, -5.720385, -5.738261], [-5.620316, -4.264781, -6.755949], [-3.531654, -3.269857, -7.185143], [-2.654230, -4.796176, -7.508638], [-1.011037, -3.347188, -6.727437], [-1.377075, -4.315010, -5.296632], [-3.633247, -3.036707, -4.201229], [-3.047918, -1.407411, -3.866494], [-2.325934, -2.583271, -1.991606], [-0.874598, -2.482258, -3.022964], [0.144047, -4.421567, -2.256279], [-0.864262, -5.862431, -1.992046], [-1.117903, -4.415429, -0.988877], [-0.630543, 0.322326, -5.034681], [-0.573192, 1.604592, -5.634900], [0.666175, 1.819688, -6.277516], [0.631383, 3.107256, -7.069166], [0.035270, 2.966992, -8.355115], [-1.382888, 2.908279, -8.373727], [-2.047020, 4.258468, -8.211981], [-2.138422, 4.607749, -6.842929], [-2.587921, 5.928996, -6.668700], [0.171932, 0.204497, -4.296000], [-1.587763, 0.234554, -4.530843], [-0.558630, -0.462054, -5.787517], [0.889297, 0.981704, -6.951063], [1.454726, 1.884675, -5.513698], [1.662431, 3.408799, -7.264933], [0.152155, 3.903639, -6.496939], [-1.758884, 2.196830, -7.635518], [-1.638819, 2.530362, -9.366319], [-3.063735, 4.213893, -8.630290], [-1.468471, 5.017851, -8.753873], [-1.877576, 6.645142, -7.099740], [-2.666502, 6.114284, -5.599482], [-3.574267, 6.073779, -7.127125], [-2.029550, -0.722231, 11.146362], [-2.020295, 0.309272, 10.190074], [-0.707576, 0.785263, 9.945182], [-0.697813, 1.750008, 8.779837], [-0.644142, 1.111713, 7.515850], [-1.861989, 0.552920, 7.040145], [-2.821458, 1.582428, 6.489513], [-3.572585, 2.178953, 7.538749], [-4.341895, 3.260545, 7.073036], [-1.602435, -0.381670, 12.098015], [-3.065217, -1.014045, 11.309785], [-1.470063, -1.594283, 10.787627], [-0.039718, -0.056866, 9.725808], [-0.349685, 1.302498, 10.847982], [0.223402, 2.333915, 8.841824], [-1.538649, 2.444969, 8.839387], [-2.340525, -0.062535, 7.804528], [-1.570134, -0.101182, 6.216789], [-3.517283, 1.091932, 5.795406], [-2.258890, 2.352781, 5.948576], [-3.699912, 4.061012, 6.685987], [-4.915654, 3.647067, 7.913720], [-5.036718, 2.940848, 6.286975]],
  "forces_ev_per_a": [[0.461, 0.220, 0.265], [0.154, -0.223, -0.820], [0.066, 0.060, 0.207], [-0.195, 0.136, 0.364], [2.150, 0.991, 0.291], [-0.676, -0.228, -0.349], [0.538, 0.798, -0.004], [0.221, -0.442, 0.096], [-0.509, 0.005, 0.113], [0.798, -0.601, 0.157], [-0.731, 0.550, 0.316], [-0.480, 0.704, 0.253], [-0.337, -0.317, 0.482], [0.424, -0.512, -0.106], [-1.293, -0.292, 0.922], [0.378, 0.148, -0.282], [-0.207, -0.491, -0.768], [-0.202, -0.063, 0.005], [-0.282, -0.144, -0.191], [0.142, 0.293, -0.124], [-0.377, -0.005, -0.125], [0.033, -0.224, 0.460], [-0.240, 0.181, -0.138], [0.140, -0.350, 0.024], [-0.386, -0.081, -0.136], [-0.225, -0.272, -0.075], [-0.077, 0.022, -0.271], [0.371, -0.209, 0.069], [-0.196, 0.245, -0.123], [-0.160, -0.326, 0.042], [-0.212, 0.236, 0.140], [-0.056, -0.318, 0.044], [0.185, 0.046, 0.037], [0.179, 0.078, -0.017], [0.426, -0.387, -0.503], [-0.193, -0.120, -0.227], [0.238, 0.215, -0.233], [0.330, 0.062, -0.047], [-0.207, 0.097, -0.088], [0.097, -0.191, 0.090], [-0.229, 0.273, 0.165], [-0.192, 0.265, -0.142], [0.270, 0.163, 0.205], [0.065, -0.009, 0.089], [-0.049, 0.083, 0.023], [-0.019, -0.236, 0.158], [0.118, 0.180, -0.090], [-0.221, -0.272, 0.010], [0.113, 0.152, 0.013], [-0.200, -0.223, 0.022], [0.081, 0.030, -0.121], [-0.046, -0.080, 0.030], [-0.048, 0.036, -0.040], [0.016, -0.008, 0.015], [-0.009, -0.033, -0.085], [0.055, 0.019, -0.063], [0.001, 0.093, -0.077], [-0.010, 0.019, 0.001], [-0.132, -0.074, 0.020], [0.054, -0.117, 0.038], [0.014, 0.020, -0.038], [0.101, 0.106, 0.013], [-0.025, 0.092, 0.079], [0.015, 0.032, 0.102], [-0.058, -0.001, -0.057], [0.097, 0.032, 0.017], [0.167, 0.268, 0.006], [-0.078, -0.030, -0.080], [-0.195, 0.087, 0.258], [0.178, -0.044, -0.129], [-0.075, 0.060, 0.078], [0.093, -0.039, -0.175], [-0.134, -0.075, 0.261], [0.104, 0.042, -0.011], [0.018, -0.087, 0.051], [-0.015, -0.058, -0.011], [-0.050, 0.039, -0.011], [0.038, -0.074, 0.005], [0.101, 0.021, -0.014], [0.082, -0.052, -0.084], [-0.011, -0.009, -0.047], [-0.083, -0.078, 0.077], [-0.037, 0.100, 0.098], [0.024, 0.006, -0.007], [0.045, 0.043, -0.107], [-0.024, -0.022, -0.082], [-0.065, 0.037, -0.046], [0.000, -0.025, 0.010], [0.019, 0.060, -0.030], [-0.057, 0.062, -0.068], [0.011, -0.059, -0.059], [-0.262, 0.079, 0.104], [0.163, -0.005, -0.140], [-0.048, 0.028, 0.113], [0.163, -0.059, -0.202], [-0.209, -0.068, 0.195], [0.090, 0.085, 0.033], [0.017, -0.072, 0.081], [0.038, -0.058, 0.009], [-0.012, 0.019, -0.007], [0.048, -0.002, 0.076], [0.073, 0.038, 0.004], [0.108, -0.039, -0.023], [0.012, -0.016, -0.013], [-0.091, -0.086, 0.091], [-0.101, 0.100, 0.046], [0.041, 0.027, -0.008], [0.077, 0.035, -0.092], [0.018, -0.050, -0.076], [-0.047, 0.001, -0.080], [-0.001, -0.018, 0.016], [0.018, 0.058, -0.044]],
  "molar_mass_da": 740.1,
  "gap_ha": 0.22965,
  "total_charge": -1,
  "e_tot_ha": -3609.07295
}


# 2
{
  "formula": "C4H6N2OS",
  "method": "ωB97M-V/def2-TZVPD",
  "elements": ["O", "C", "S", "C", "N", "C", "C", "N", "H", "H", "H", "H", "H", "H"],
  "xyz": [[0.254287, 0.637184, 2.185995], [0.843510, 0.907579, 0.650097], [0.303647, 2.591337, 0.045442], [0.233985, -0.087613, -0.255722], [0.719271, -0.526043, -1.406424], [-0.244941, -1.390367, -1.870904], [-1.225571, -1.501727, -0.945670], [-0.990202, -0.603667, 0.011645], [0.915128, 0.325506, 2.825367], [1.990432, 0.750227, 0.754899], [0.973807, 3.441921, 0.891779], [-0.137651, -1.928051, -2.805406], [-2.183792, -2.139357, -0.930827], [-1.451909, -0.476929, 0.849729]],
  "forces_ev_per_a": [[0.354, 0.688, -3.025], [1.305, 0.360, 3.319], [0.647, -0.754, 0.911], [0.201, 0.115, -0.404], [-0.346, 0.437, 0.684], [0.809, -0.382, -0.132], [-3.628, -2.112, -1.113], [1.943, 0.130, -0.679], [0.274, 0.139, -0.848], [-2.118, 0.578, -0.418], [-0.240, -0.792, -0.308], [0.019, 0.130, 0.236], [1.830, 1.206, -0.118], [-1.049, 0.259, 1.896]],
  "molar_mass_da": 130.2,
  "gap_ha": 0.34894,
  "smiles": "O[C@H](S)c1ncc[nH]1",
  "de_lowest_ev": 2.421,
  "e_tot_ha": -738.91569
}


# 3
{
  "formula": "C7H12ClN4OS",
  "method": "ωB97M-V/def2-TZVPD",
  "elements": ["H", "N", "C", "C", "C", "C", "C", "S", "C", "Cl", "N", "C", "O", "N", "N", "H", "H", "H", "H", "H", "H", "H", "H", "H", "H", "H"],
  "xyz": [[-0.924663, 1.376614, -2.589476], [-0.214737, 0.912278, -2.088709], [-0.581200, 0.648296, -0.888854], [0.327866, -0.204020, 0.035942], [1.495837, -0.818185, -0.724213], [2.410888, -1.494477, 0.202042], [3.497120, -0.895869, 0.684812], [3.461913, 0.893757, 0.540320], [-0.538751, -1.154150, 0.790428], [-1.388755, -2.413063, -0.231914], [-1.538548, -0.504314, 1.529396], [-2.277974, 0.412516, 0.935753], [-3.384185, 0.777390, 1.431979], [-1.896800, 0.814432, -0.314959], [-2.638692, 1.877584, -0.848101], [0.781075, 0.521166, 0.751435], [1.102381, -1.524565, -1.529149], [1.982809, -0.051308, -1.394475], [2.335474, -2.556639, 0.434834], [4.081790, -1.260356, 1.512515], [4.665200, 1.116012, -0.009647], [0.111569, -1.714691, 1.291409], [-1.845553, -0.649062, 2.490022], [-3.896531, 1.291514, 0.674450], [-2.155809, 2.823859, -0.865176], [-2.971715, 1.775279, -1.820655]],
  "forces_ev_per_a": [[-1.042, 0.829, -1.073], [-0.170, -0.456, 3.075], [1.701, -2.261, -0.810], [-0.332, 2.431, -1.588], [-1.149, -0.637, -2.851], [1.721, -0.957, 0.094], [-1.158, 1.612, 0.735], [0.695, 0.038, 0.071], [-1.381, 0.158, -2.402], [0.357, 0.387, -0.147], [-1.252, 1.673, 1.581], [1.503, -0.831, -2.142], [-1.995, 1.500, -1.154], [0.197, 2.052, -1.007], [-0.962, 1.753, -0.557], [-0.400, -0.483, 0.004], [0.201, 0.511, 1.246], [-0.405, -0.572, 1.302], [-0.448, 0.094, -0.112], [0.472, -0.515, -0.352], [0.045, -0.062, 0.129], [2.072, -2.213, 3.040], [0.498, -0.851, -0.232], [1.260, -0.608, 1.676], [-0.278, -1.745, 0.640], [0.248, -0.847, 0.833]],
  "molar_mass_da": 235.7,
  "gap_ha": 0.30458,
  "smiles": "[H]/N=C1/[C@H](C/C=C\\S)[C@H](Cl)NC(O)=[N+]1N",
  "total_charge": 1,
  "de_lowest_ev": 0.000,
  "e_tot_ha": -1426.27003
}


# 4
{
  "formula": "C4H9NO",
  "method": "ωB97M-V/def2-TZVPD",
  "elements": ["C", "C", "C", "C", "N", "O", "H", "H", "H", "H", "H", "H", "H", "H", "H"],
  "xyz": [[2.229315, 0.121461, -0.334960], [0.770759, 0.092089, -0.761268], [-0.199650, -0.325322, 0.364701], [-1.505517, 0.467476, 0.274123], [-2.616373, -0.295226, 0.510067], [-1.438362, 1.684649, 0.243972], [2.881142, 0.435652, -1.159293], [2.553994, -0.868859, 0.002549], [2.338275, 0.835395, 0.486720], [0.462147, 1.077177, -1.126180], [0.642396, -0.598474, -1.607834], [-0.265445, -1.424745, 0.432785], [0.104433, -0.011959, 1.356183], [-3.416242, 0.090408, 0.990544], [-2.540874, -1.279727, 0.327897]],
  "forces_ev_per_a": [[-0.022, 0.022, -0.015], [-0.207, -0.101, -0.008], [0.173, -0.054, -1.043], [0.655, -0.204, 0.979], [-0.022, 0.535, -0.173], [-0.805, -0.718, -0.147], [-0.111, -0.076, 0.188], [0.053, 0.163, 0.026], [0.174, -0.120, -0.043], [0.121, -0.089, 0.159], [0.000, 0.098, 0.186], [-0.402, 0.380, -0.194], [0.612, 0.182, 0.198], [-0.026, -0.044, -0.483], [-0.192, 0.025, 0.369]],
  "molar_mass_da": 87.1,
  "gap_ha": 0.39319,
  "smiles": "CCCC(N)=O",
  "de_lowest_ev": 0.435,
  "e_tot_ha": -287.81645
}